Computed, not measured: a 2-piece molecular cluster, C16H13NO7PS overall, with wB97M-V/def2-TZVPD.

Last column: Mulliken charge in e.
CARTESIAN COORDINATES (ANGSTROEM)
H -5.701 -2.026 -1.033  0.3815
N 2.198 -4.168 -1.382  0.2121
H 5.404 -0.030 1.847  0.3058
C -0.074 -1.138 1.114  0.5912
H 1.582 5.975 -1.207  0.1236
H 0.295 5.647 -3.328  0.2616
O 4.858 -0.217 1.073  -0.5259
C 1.000 -0.333 1.457  -0.6884
H -0.116 3.996 -2.814  0.2691
O -1.143 -3.934 -0.856  -0.5577
O 3.357 1.138 2.641  -0.5226
C -2.583 -1.325 1.097  0.4095
P 3.540 0.721 1.093  0.6722
O 1.857 -4.705 -0.426  -0.2008
S 3.550 2.192 -0.115  -0.2794
C -4.906 -0.953 0.648  -0.4986
H -3.800 -0.017 2.259  0.4586
H -0.691 5.390 -1.870  0.3186
C 2.296 -1.307 -0.333  -0.7112
C 2.180 -0.403 0.719  0.2088
C 1.456 4.930 -1.620  -0.0134
H 3.218 -1.365 -0.900  0.4901
H 1.170 4.337 -0.699  0.0175
C -4.827 -1.840 -0.421  -0.4755
O 1.347 -2.993 -1.714  -0.3364
C -3.781 -0.702 1.422  -0.7430
C 0.015 -2.035 0.043  0.7851
H 0.893 0.373 2.271  0.5976
O 2.507 4.456 -2.294  -0.8482
C -1.187 -2.850 -0.318  0.2641
C 0.154 4.995 -2.460  -1.0871
H 2.970 0.450 3.199  0.3420
C 1.219 -2.116 -0.657  -0.3522
C -3.634 -2.471 -0.738  -0.7719
C -2.498 -2.209 0.021  0.4939
O -1.365 -0.796 3.070  -0.5734
H -3.578 -3.159 -1.571  0.4563
H -5.832 -0.452 0.898  0.3905
C -1.350 -1.054 1.885  0.1359

## Properties
**LUMO**: 0.738 eV
**Orbital gap**: 2.86 eV
**ΔE to the lowest compared entry with this formula, charge and spin**: 0.0 kcal per mole
**Total charge**: -1

***

Computed, not measured: C16H19BN6W as an isolated structure, with wB97M-V/def2-TZVPD.

Last column: Mulliken charge in e.
CARTESIAN COORDINATES (ANGSTROEM)
H 2.911 -2.014 0.454  0.3954
H -4.259 -2.011 -1.731  0.4275
H 2.440 -0.237 0.811  0.2559
H 3.999 -0.707 0.055  0.3446
C 0.289 2.709 0.986  -0.0968
C -1.550 -0.593 4.031  -0.6830
H -1.727 0.484 2.146  0.3525
C 1.213 0.668 -3.979  -0.1069
N 0.574 0.660 -2.791  0.3386
H -1.237 1.933 -3.221  -0.0051
N -1.345 -0.791 -0.870  -0.0696
C 0.548 -2.023 2.770  -0.1690
C -0.696 3.517 -0.862  0.0076
C 2.345 -0.108 -3.885  -1.0546
N 1.303 -0.131 -1.917  -0.3927
W 0.308 -0.308 0.126  0.8773
C -2.958 -0.270 -2.300  0.0794
H 1.309 -2.579 2.206  0.3138
H -1.161 4.078 -1.685  0.4680
C -3.358 -1.426 -1.588  -1.0448
C 2.375 -0.605 -2.573  -0.1251
C 3.256 -1.046 0.806  -0.9659
H 3.100 -1.271 -2.128  0.5233
H 3.064 -0.323 -4.654  0.4253
C 0.192 -2.332 4.091  -0.7348
H -3.424 0.294 -3.110  0.4884
H 0.699 -3.142 4.633  0.4081
H 3.705 -1.176 1.826  0.3331
C -2.340 -1.721 -0.694  -0.1111
B -0.768 1.294 -2.311  -0.2426
H -0.236 4.866 0.878  0.4250
N 0.170 1.684 0.065  -0.2378
N -1.737 0.106 -1.876  0.0582
H 0.744 2.482 1.942  0.5677
H 0.801 1.212 -4.796  0.5039
C -0.228 3.877 0.426  -1.0922
H -1.144 -1.846 5.724  0.4171
C -1.185 -0.273 2.724  -0.4025
N -0.444 2.213 -1.079  0.0933
C -0.852 -1.608 4.705  -0.3521
H -2.389 -0.059 4.494  0.3986
H -2.182 -2.510 0.032  0.5453
C -0.127 -0.971 2.119  0.8388

## Properties
**LUMO (spin up / spin down)**: -8.940 / -8.164 eV
**Spin multiplicity**: 3
**Orbital gap (spin up / spin down)**: 5.98 / 7.41 eV
**ΔE to the lowest compared entry with this formula, charge and spin**: 0.0 kcal per mole
**⟨S²⟩**: 2.024
**Total charge**: +2

***

Computed, not measured: C4H7NO as an isolated structure, with wB97M-V/def2-TZVPD.

Last column: Mulliken charge in e.
CARTESIAN COORDINATES (ANGSTROEM)
O -1.854 -1.036 1.143  -0.5584
N -1.817 0.504 -2.093  -0.4233
H 2.485 1.080 0.233  0.3285
H 0.093 1.253 0.933  0.3061
H 2.152 -0.422 -0.647  0.3391
H 1.438 1.106 -1.195  0.3412
C -0.474 -0.542 -0.151  -0.1213
H 0.827 -0.264 1.501  0.2554
C 1.715 0.523 -0.310  -1.1298
C -1.219 0.092 -1.184  0.1080
C 0.504 0.288 0.614  -0.2785
H -1.163 -1.570 0.517  0.4930
H -2.686 -1.010 0.640  0.3400

## Properties
**LUMO**: -0.658 eV
**Orbital gap**: 8.64 eV
**ΔE to the lowest compared entry with this formula, charge and spin**: 104.4 kcal per mole
**Total charge**: 0

***

Computed, not measured: one molecule with the formula C20H21ClN4O4, with wB97M-V/def2-TZVPD.

Last column: Mulliken charge in e.
CARTESIAN COORDINATES (ANGSTROEM)
H 0.504 -3.383 -1.617  0.2718
H -2.036 4.908 -1.068  0.3733
Cl 1.190 -5.124 2.848  -0.2175
C -1.580 -4.125 -0.193  -1.1044
C -1.608 2.749 -0.938  0.8444
H -0.316 1.137 -0.534  0.3895
C 3.498 -3.764 -0.100  0.7725
H 2.662 4.535 -0.771  0.2761
C -2.711 -0.634 0.093  0.9882
C 1.715 -4.478 1.338  -0.0773
C 3.066 -4.282 1.118  -0.1744
O 4.795 -3.534 -0.429  -0.4351
H -5.149 3.035 -0.241  0.3231
C 1.202 -3.652 -0.841  -0.1843
C 2.548 -3.452 -1.071  -1.1440
O -1.147 -1.790 -0.824  -0.0803
H 5.801 -4.887 0.782  0.3378
C 2.221 5.454 -0.418  -0.6641
C -1.363 4.104 -0.850  -1.0056
H 5.666 -3.227 1.431  0.3418
C 1.704 5.479 0.980  -0.6419
H 1.801 4.578 1.565  0.2733
H -4.844 2.392 1.391  0.3674
C 5.792 -3.824 0.522  -0.8460
C -3.551 0.484 0.606  0.5771
C -2.843 1.979 -1.274  -1.4025
H -2.570 1.064 -1.800  0.5225
H 2.886 -3.046 -2.010  0.4095
O -0.543 -4.440 0.706  -0.4191
H -1.333 -4.444 -1.214  0.3604
O -4.199 0.295 1.623  -0.7059
H 2.659 6.351 -0.828  0.2696
H 0.180 6.341 -0.392  0.3908
C 0.757 -4.172 0.369  0.5610
N -0.460 2.137 -0.576  0.6796
H -3.730 3.587 0.682  0.3378
C -2.943 -1.991 0.439  -1.1364
H -3.489 2.588 -1.913  0.4781
H -2.443 -4.691 0.164  0.3670
C 0.735 5.437 -0.173  -0.0060
C -4.377 2.734 0.470  -1.0925
H 1.780 6.394 1.548  0.2690
H -3.738 -2.365 1.047  0.4058
N -3.597 1.646 -0.078  0.1066
C -0.022 4.207 -0.427  0.3438
C -1.930 -2.669 -0.174  0.9942
H 3.755 -4.538 1.905  0.4835
H 6.736 -3.561 0.047  0.2328
N -1.634 -0.543 -0.651  -0.6051
N 0.502 2.999 -0.268  -1.4058

## Properties
**LUMO**: 0.422 eV
**Orbital gap**: 8.67 eV
**ΔE to the lowest compared entry with this formula, charge and spin**: 80.8 kcal per mole
**Total charge**: 0

***

Computed, not measured: C38H29BrN11O3V as an isolated structure, with wB97M-V/def2-TZVPD.

Last column: Mulliken charge in e.
CARTESIAN COORDINATES (ANGSTROEM)
H -0.748 -2.058 -6.176  0.4541
C 1.159 -1.755 -1.111  -0.7224
H 7.639 -0.648 -0.072  0.4077
H 3.312 -3.281 -1.534  0.2584
N -2.709 -0.675 2.940  -0.9775
C 0.020 -1.180 7.089  -0.6941
H -5.011 -1.744 -5.857  0.4529
C -2.732 -2.465 -3.454  0.2657
H 1.486 7.529 -2.864  0.3971
C -2.418 3.077 -0.279  0.1599
H -1.600 -3.638 3.798  0.2716
N -2.020 -1.823 2.892  0.9404
C 3.557 -2.230 -1.688  -1.1835
N 4.833 -0.486 4.123  -0.4782
C -1.013 5.115 0.192  -0.6591
H -2.794 -2.624 4.623  0.4529
H -0.213 4.010 -4.101  0.4490
H 0.513 7.195 -0.566  0.3627
Br -2.991 -1.426 -7.985  -0.1544
N 2.308 -1.483 -1.728  1.0197
H -5.074 2.317 -2.229  0.4608
H -0.961 -2.868 1.354  0.5374
C 0.505 -1.817 4.445  -0.0569
H 6.752 -0.375 2.236  0.5471
C -2.599 -0.189 1.732  -0.6251
C -2.886 -1.867 -6.146  0.0715
H 6.180 -1.494 -1.867  0.4154
C 6.613 -0.907 0.151  -0.7327
O 2.982 -1.305 3.294  -0.2331
C -1.857 4.151 0.576  -1.2201
C -1.573 -2.418 -4.227  -0.3486
H 2.965 -1.847 0.934  0.6479
O -1.524 -2.996 -1.450  -0.6367
C -4.134 2.216 -1.706  -1.0782
N 0.690 5.788 -3.606  -0.5707
C 4.267 -0.947 3.055  0.7121
C -1.646 -2.112 -5.577  -0.7242
O -3.483 -1.979 -1.255  -0.5973
C -1.753 1.875 -0.451  -0.3683
N 3.899 -0.534 5.124  -0.4935
H -2.208 4.150 1.603  0.4814
N 2.236 -0.291 -2.342  -0.9868
H -0.793 1.711 0.025  0.5428
H -0.177 -0.937 8.124  0.4069
C 3.988 -1.583 0.701  -0.1343
V -1.666 -1.015 -1.066  0.1715
C 1.519 -1.265 5.222  -0.1958
H -0.616 -2.639 -3.770  0.5475
H 2.071 -0.522 7.153  0.5470
C -3.663 3.228 -0.881  -0.2834
C 4.472 -1.721 -0.591  1.0685
C 0.884 6.661 -2.623  -0.1815
C 1.026 0.123 -2.073  -0.7224
C -4.052 -1.933 -5.394  -0.5325
C 2.816 -1.019 4.610  0.7502
H 4.034 -2.116 -2.658  0.4549
H 0.711 -2.070 3.413  0.6075
C -3.970 -2.219 -4.044  -0.3434
C 0.349 6.478 -1.359  -0.8049
H 0.940 -2.676 -0.597  0.6341
C 6.129 -0.755 1.437  -0.9568
C -1.513 -2.000 1.673  -0.4014
N 0.311 -0.748 -1.299  0.5095
C -0.046 4.729 -3.305  -0.1409
H -4.859 -2.260 -3.429  0.4964
H -3.076 0.732 1.451  0.5770
C 1.275 -0.948 6.556  -0.9882
C -0.996 -1.715 6.306  -0.7944
C 5.790 -1.383 -0.863  -0.8257
H -1.978 -1.881 6.732  0.4120
C -0.417 5.334 -1.143  1.1144
N -0.604 4.453 -2.134  -0.2792
C -2.608 -2.562 -1.968  0.8470
H -0.721 5.856 0.926  0.3329
H 0.647 1.072 -2.416  0.7271
H -3.712 0.273 -2.509  0.2030
C -0.754 -2.039 4.979  1.0110
C -3.379 1.073 -1.859  -0.0948
N -1.841 -0.968 0.902  0.2932
N -2.225 0.868 -1.197  0.9356
C -1.842 -2.619 4.098  -1.1398
H -4.231 4.136 -0.732  0.5409
C 4.808 -1.097 1.714  -0.1363

## Properties
**LUMO (spin up / spin down)**: -2.412 / -2.608 eV
**Spin multiplicity**: 4
**Orbital gap (spin up / spin down)**: 7.83 / 8.29 eV
**⟨S²⟩**: 3.761
**Total charge**: +1

***

Computed, not measured: C21H19F5IrN2SSi as an isolated structure, with wB97M-V/def2-TZVPD.

Last column: Mulliken charge in e.
CARTESIAN COORDINATES (ANGSTROEM)
C -1.149 -0.861 5.144  -0.3576
N -1.026 -0.958 0.997  -0.2120
F 2.714 0.838 -4.059  -0.4197
H -4.535 1.377 -1.415  0.4021
F -2.086 -1.741 -5.671  -0.3728
H -3.373 -0.737 -1.933  0.4718
Ir -0.400 -0.664 -0.568  0.3457
C -2.222 2.554 -3.586  -0.9265
H -1.372 -4.261 -1.959  0.2912
H -3.787 3.490 -2.459  0.4049
C -0.228 -0.050 3.078  -0.1851
H -0.113 -3.906 -4.704  0.3597
C -0.426 -4.039 -1.466  -1.0184
Si 0.669 -2.969 -2.522  0.2355
H -0.631 -3.601 -0.490  0.2694
H -1.184 -0.836 6.225  0.3744
H 0.364 0.655 5.009  0.3618
C 1.003 -0.226 -2.929  0.2770
H 2.273 -2.401 -0.721  0.2914
C 0.105 -1.061 -5.776  0.5267
C -3.053 0.186 -2.394  -0.5368
H -0.763 1.362 -4.601  0.2906
S 1.258 0.596 -1.442  -0.5105
H 1.540 -3.280 -4.848  0.3148
C -1.978 -1.732 4.446  -0.5473
H 0.106 -4.983 -1.311  0.3524
C -1.232 -1.104 -3.560  1.6956
C 1.659 0.003 -4.108  0.3239
C -1.580 1.363 -3.891  -0.1474
F -2.017 -2.180 -3.171  -0.4006
F 0.037 -1.359 -7.081  -0.3734
H 2.999 -2.095 -2.304  0.3385
C -3.282 2.561 -2.693  -0.4779
C -3.702 1.376 -2.106  -0.7514
N -0.010 -1.237 -2.728  0.1568
H -2.574 -2.431 2.494  0.4319
H -1.897 3.474 -4.054  0.4157
H 1.234 -4.799 -4.007  0.5013
H -2.657 -2.382 4.983  0.3495
H 0.440 0.592 2.518  0.3786
C -0.277 -0.022 4.460  -0.5860
C -0.993 -1.304 -5.034  -0.2673
H 2.820 -3.752 -1.726  0.4272
C 1.335 -0.481 -5.371  0.1724
F 2.236 -0.310 -6.344  -0.3629
C -1.938 -1.767 3.064  -0.2624
C -1.059 -0.926 2.378  0.2638
C -1.985 0.180 -3.284  -0.0636
C 2.347 -2.766 -1.745  -1.0457
C 0.841 -3.793 -4.187  -1.1994

## Properties
**LUMO (spin up / spin down)**: -1.104 / -1.458 eV
**Spin multiplicity**: 2
**Orbital gap (spin up / spin down)**: 6.12 / 6.78 eV
**ΔE to the lowest compared entry with this formula, charge and spin**: 21.0 kcal per mole
**⟨S²⟩**: 0.816
**Total charge**: 0

***

Computed, not measured: C24H34F6HgN5O7P2S2 as an isolated structure, with wB97M-V/def2-TZVPD.

Last column: Mulliken charge in e.
CARTESIAN COORDINATES (ANGSTROEM)
F -0.290 6.813 -4.828  -0.2246
H 0.830 -4.114 2.814  0.5161
C -2.342 1.231 2.528  -0.2430
P 1.444 0.092 -1.507  0.6798
C -1.092 -4.809 0.839  -1.8475
F -0.820 7.584 -2.871  -0.2437
H -2.570 -0.244 1.117  0.0185
F -3.283 3.753 0.572  -0.2204
C 0.950 -2.678 -1.170  -0.0887
N 2.824 -2.034 -2.534  -0.1860
H -0.677 -0.026 -2.628  0.0428
H 2.745 1.411 -4.064  0.2942
C -0.534 -3.449 1.271  2.1015
C 3.067 -3.373 -2.704  -0.0745
H -2.169 -4.753 0.645  0.3062
C 2.401 -0.062 3.194  0.1918
C 0.880 -3.602 1.846  -1.9557
N -0.064 0.467 2.930  -0.4417
C 3.606 -6.098 -3.105  -0.4782
C 0.269 0.466 -2.855  -0.8030
C -1.235 0.769 3.479  0.3222
H -3.291 0.996 3.012  0.2498
C 4.063 0.609 -0.943  -1.8757
C -2.276 4.586 0.269  0.3951
P -0.437 -2.171 -0.104  0.6047
F -2.028 6.034 -3.793  -0.2377
O 0.164 4.050 -3.712  -0.6059
H 0.791 -0.773 4.406  0.2822
N 1.118 -4.004 -1.393  -0.1115
C 2.207 -4.359 -2.142  -0.1345
H 1.357 -2.628 2.002  0.2388
H -2.777 1.262 0.511  0.2147
H 3.537 3.138 -1.685  0.5428
O -1.506 0.748 4.692  -0.8144
H 1.137 0.933 4.590  0.4000
H 4.945 1.251 -1.048  0.5274
H 0.092 1.540 -2.921  0.1833
H -1.556 -3.533 3.180  0.5253
Hg 0.465 0.438 0.821  2.4724
C 2.624 2.535 -1.669  -1.8955
C -1.872 -2.624 -1.177  -1.7944
N -0.436 5.060 -1.453  -0.5325
C 4.177 -3.786 -3.457  -0.2227
H -2.448 -2.633 1.944  0.2994
H -2.255 2.318 2.486  0.0777
C 4.447 -5.133 -3.655  -0.5976
C -1.446 -2.836 2.342  -1.5959
S 0.282 5.193 -2.849  1.0457
H 3.530 -0.135 -3.654  0.2223
H 3.817 -7.151 -3.255  0.3490
H 1.844 -6.457 -1.917  0.4075
O 1.554 5.841 -2.734  -0.6616
F -1.644 4.907 1.394  -0.2267
O -0.335 2.867 -0.180  -0.5040
C 1.019 0.140 3.849  -0.5831
H -1.032 -1.902 2.727  0.1269
N -2.234 0.709 1.163  -0.4923
O 3.323 -0.368 3.956  -0.7883
H -2.045 -1.816 -1.888  0.3800
C 1.779 -1.706 -1.747  -0.6044
H -1.654 -3.543 -1.722  0.3937
H 1.512 -4.182 1.173  0.3530
H 1.957 2.923 -2.441  0.3172
H -2.775 -2.754 -0.575  0.4201
H -0.935 -5.533 1.650  0.5414
C 2.500 -5.716 -2.359  -0.4361
O 2.494 0.111 1.927  -0.6885
H 4.416 1.397 -3.485  0.5398
C -0.778 6.477 -3.628  0.5845
H 5.318 -5.431 -4.229  0.3458
H 0.655 0.085 -3.799  0.4394
C 2.977 1.065 -1.926  2.2274
H 4.354 -0.424 -1.144  0.3149
H -0.584 -5.167 -0.054  0.2182
O -2.097 3.145 -1.877  -0.7013
F -2.811 5.696 -0.255  -0.2096
H 3.718 0.664 0.092  0.3581
H 2.143 2.678 -0.698  0.2134
H 4.819 -3.015 -3.868  0.4009
S -1.174 3.750 -0.957  1.2803
C 3.439 0.911 -3.381  -1.8447

## Properties
**LUMO (spin up / spin down)**: 4.305 / 4.303 eV
**Spin multiplicity**: 2
**Orbital gap (spin up / spin down)**: 5.24 / 7.53 eV
**ΔE to the lowest compared entry with this formula, charge and spin**: 0.0 kcal per mole
**⟨S²⟩**: 0.770
**Total charge**: -2

***

Computed, not measured: C5H9NO2S2 as an isolated structure, with wB97M-V/def2-TZVPD.

Last column: Mulliken charge in e.
CARTESIAN COORDINATES (ANGSTROEM)
C 1.055 0.693 0.372  -0.2678
C -1.721 0.716 0.890  -0.3800
H -4.023 1.382 -1.617  0.2585
H -2.721 2.018 -0.802  0.2766
H 1.610 -0.971 -1.023  0.3041
N -3.515 1.436 -0.777  -0.4923
H 1.045 0.394 2.564  0.2897
H -0.116 -0.907 -0.004  0.2304
C 0.545 1.049 1.747  -0.3379
H 2.131 1.150 0.259  0.3522
C -0.861 0.475 1.823  -0.3549
H 1.548 -1.467 0.624  0.2964
O -2.684 -0.914 -0.756  -0.5601
C 0.994 -0.790 -0.068  -0.8385
S -0.165 1.529 -0.775  -0.1017
O -4.210 -0.284 0.987  -0.5949
S -3.154 0.087 0.118  1.2517
H 0.524 2.148 1.904  0.2695
H -1.232 0.432 2.827  0.3992

## Properties
**LUMO**: -0.961 eV
**Orbital gap**: 8.16 eV
**ΔE to the lowest compared entry with this formula, charge and spin**: 94.7 kcal per mole
**Total charge**: 0

***

F_max? In order: 0.0381; 0.0492; 0.0184; 0.0202; 0.0437; 0.0045; 0.0130; 0.0790 Eh/bohr.